No. 1
The following is a DFT calculation (ωB97M-V with the def2-TZVPD basis set) of an isolated molecule of C20H22N2O2.

```
46
Properties=species:S:1:pos:R:3:forces:R:3
O 0.63177 0.08320 0.73798 -0.03 0.05 0.00
C 1.43351 -0.73008 0.32317 0.21 -0.22 0.18
N 1.11089 -2.01362 0.00980 0.28 -0.30 -0.05
C -0.17812 -2.56360 -0.02931 -0.46 0.00 0.12
C -0.34777 -3.88471 0.37574 0.04 0.13 -0.04
C -1.59300 -4.47995 0.32620 -0.02 -0.02 -0.06
C -2.68365 -3.76203 -0.13660 -0.07 -0.04 -0.01
C -2.51887 -2.45255 -0.54884 0.15 -0.01 0.05
C -1.27532 -1.83154 -0.48985 0.18 -0.24 -0.07
C -1.07543 -0.49295 -1.13826 -0.26 -0.10 -0.22
O -0.29954 -0.40535 -2.07892 0.23 0.02 -0.03
N -1.86215 0.52737 -0.73911 -0.25 0.04 -0.14
C -2.63592 0.53363 0.47900 0.03 -0.08 0.46
C -2.14536 1.54179 1.52524 -0.22 0.05 -0.11
C -2.43876 2.99579 1.15549 0.17 0.03 0.09
C -1.36051 3.65435 0.28848 -0.03 -0.06 -0.02
C -0.72951 2.72507 -0.74971 -0.11 0.09 -0.02
C -1.72625 1.78982 -1.43992 0.32 0.07 -0.35
C 2.87661 -0.40676 0.13380 0.25 0.19 0.02
C 3.20171 0.83326 -0.40585 -0.12 -0.09 0.03
C 4.52480 1.18236 -0.60243 0.00 0.04 -0.01
C 5.53409 0.30440 -0.24321 0.06 -0.02 0.02
C 5.21711 -0.92341 0.31405 0.11 -0.04 -0.01
C 3.89396 -1.28290 0.49871 -0.14 0.03 -0.03
H 1.86453 -2.63942 -0.23398 -0.08 0.20 -0.08
H 0.50916 -4.44417 0.72366 0.08 -0.02 0.08
H -1.71093 -5.50602 0.64090 0.00 -0.08 0.03
H -3.65676 -4.22615 -0.18926 -0.08 -0.04 -0.01
H -3.35962 -1.90324 -0.94700 -0.07 0.08 -0.01
H -3.68187 0.75720 0.22585 0.03 -0.06 0.08
H -2.59168 -0.46210 0.92029 -0.09 0.15 -0.07
H -1.07938 1.39135 1.68517 0.03 -0.05 0.12
H -2.66304 1.30404 2.45748 0.02 -0.04 0.02
H -3.40349 3.03924 0.64332 -0.07 0.03 0.03
H -2.54257 3.58406 2.07009 -0.10 0.02 -0.03
H -1.80455 4.51669 -0.21576 0.06 0.07 0.03
H -0.56278 4.03083 0.93222 -0.01 0.09 0.01
H -0.22424 3.33424 -1.50153 0.05 -0.03 -0.03
H 0.02206 2.09494 -0.27385 0.06 0.04 -0.07
H -1.36350 1.54589 -2.44113 -0.16 0.09 0.12
H -2.71286 2.25299 -1.52155 -0.04 -0.02 -0.02
H 2.40415 1.50592 -0.68138 -0.09 0.07 -0.01
H 4.77005 2.14173 -1.03299 0.01 0.07 -0.04
H 6.56835 0.57781 -0.39139 0.08 0.02 -0.01
H 6.00370 -1.60350 0.60677 0.05 -0.04 0.03
H 3.66093 -2.23390 0.95842 -0.03 -0.07 0.03
```
Positions in Å, forces in eV/Å.

Structure (SMILES): O=C(Nc1ccccc1C(=O)N1CCCCCC1)c1ccccc1
Molar mass (g mol⁻¹): 322.4
Frontier orbital gap (eV): 9.4
HOMO (eV): -8.7
Total charge: 0
Electronic energy (Ha): -1035.3595
Energy above the lowest of the compared OMol25 structures with the same formula, charge and spin (kJ/mol): 55.45

These are the Löwdin partial charges, in e, on atoms 1 to 4: 0.09 -0.41 0.15 -0.16

---

No. 2
The following is a DFT calculation (ωB97M-V with the def2-TZVPD basis set) of a cluster of 2 separate species, CH8N3O2P in total.

```
15
Properties=species:S:1:pos:R:3:forces:R:3
N 0.83709 0.28360 -1.47144 -1.91 -3.21 1.86
P 1.76535 0.09487 -0.09725 -1.69 -0.97 -0.19
N 1.16170 -1.27984 0.74400 0.23 -0.64 -3.11
O 3.21548 0.20337 -0.16483 0.48 0.02 -0.52
O 1.16095 1.23441 0.85737 1.04 0.97 1.41
H 1.03704 0.92479 -2.15980 0.67 1.48 -1.60
H -0.13661 -0.16501 -1.51533 2.32 1.21 0.29
H 0.75308 -0.83695 1.50049 -0.87 0.74 2.31
H 0.30378 -1.64677 0.28409 1.06 0.12 0.11
H 1.87788 1.37068 1.52561 -0.85 0.31 -0.53
C -2.69013 -0.23281 -0.07599 2.34 -1.97 -0.18
N -1.50782 -0.01439 0.35820 -1.22 -0.15 -0.97
H -3.54229 0.33420 0.08752 -1.50 1.55 0.28
H -2.86685 -1.17274 -0.65499 0.18 0.61 0.56
H -1.36864 0.90261 0.78236 -0.28 -0.09 0.29
```
Positions in Å, forces in eV/Å.

Structure (SMILES): NP(N)(=O)O.C=N
Molar mass (g mol⁻¹): 125.1
Frontier orbital gap (eV): 10.7
HOMO (eV): -10.1
Total charge: 0
Electronic energy (Ha): -699.0597
Energy above the lowest of the compared OMol25 structures with the same formula, charge and spin (kJ/mol): 82.44

These are the Löwdin partial charges, in e, on atoms 1 to 4: -0.05 0.32 -0.06 -0.30

---

No. 3
The following is a DFT calculation (ωB97M-V with the def2-TZVPD basis set) of a cluster of 12 separate species, C19H62N6O12 in total.

```
99
Properties=species:S:1:pos:R:3:forces:R:3
N -2.21834 -1.52266 -0.79975 -0.20 2.44 -3.95
C -2.92885 -2.03304 0.15174 -9.89 0.84 -0.21
N -2.26692 -2.75650 0.98162 1.25 -2.58 3.01
O -4.29748 -1.90437 0.26476 6.50 -0.19 -0.56
H -2.68877 -0.90539 -1.50116 0.54 -0.78 1.23
H -1.20527 -1.56714 -0.82743 -0.33 0.08 -0.20
H -2.79691 -3.28361 1.63641 -0.59 -0.16 0.44
H -1.41045 -3.21127 0.69866 0.16 -0.16 0.03
N 2.22961 1.83834 -1.83258 -2.09 2.21 3.34
C 2.68425 0.91609 -2.59495 -0.73 -6.67 0.04
N 3.69246 1.28495 -3.31722 4.72 -0.93 -4.48
O 2.22951 -0.34762 -2.53765 1.73 4.69 -0.60
H 1.69215 1.45398 -1.05562 -0.93 0.00 0.66
H 2.46100 2.82365 -1.75247 0.62 -0.57 -0.39
H 4.24650 0.60762 -3.93653 -1.75 1.24 1.48
H 4.13173 2.20450 -3.29871 -0.66 -0.46 0.33
N -0.34924 -0.87326 1.35786 -0.66 1.91 2.66
C 0.25699 -0.44514 0.27251 0.94 7.89 1.65
N 0.51285 -1.35794 -0.57160 0.74 -1.81 -1.98
O 0.56161 0.92799 0.15943 -0.98 -6.23 0.02
H -0.59252 -0.08120 1.97234 0.07 -0.22 0.07
H -1.09350 -1.56129 1.36100 0.31 -0.23 -0.10
H 0.98898 -1.12427 -1.37784 1.57 0.95 -2.28
H 0.49569 -2.32940 -0.32363 -0.04 -0.42 0.42
C -2.88434 1.56314 0.38245 0.54 0.30 0.15
C -3.79591 2.70015 0.04580 -1.85 -1.19 0.90
O -4.78842 2.15820 -0.81258 -0.66 0.82 -1.24
H -2.29863 1.86544 1.24172 0.70 -0.21 -0.19
H -2.29388 1.32677 -0.49750 0.54 0.22 0.12
H -3.33491 0.62231 0.63250 -1.02 -0.21 0.29
H -3.23135 3.44971 -0.48557 0.10 0.74 0.25
H -4.40675 3.04651 0.93367 1.29 0.26 -0.51
H -5.26225 2.92393 -1.19392 0.14 -0.77 0.17
C -2.07766 3.29355 -2.93802 0.87 -0.58 -0.36
C -0.88438 2.45573 -2.43298 -2.26 0.47 -1.17
O 0.20417 2.84967 -3.15276 1.97 0.97 -0.99
H -1.97226 3.39180 -4.02381 -0.24 -0.20 0.12
H -2.02905 4.28664 -2.54934 0.16 0.84 0.39
H -3.03456 2.88863 -2.67005 -0.48 -0.42 0.02
H -1.04459 1.41833 -2.65421 -0.53 -0.99 0.24
H -0.74731 2.60067 -1.40115 0.15 -0.09 1.47
H 0.97564 2.41487 -2.74111 -0.66 0.27 -0.53
C -0.47677 4.08075 0.77562 -0.61 0.91 1.54
C -1.27501 4.34378 2.10059 -0.38 -0.42 -1.31
O -0.62140 3.76384 3.18784 -0.39 -0.77 0.88
H 0.22922 4.86166 0.63488 0.93 0.84 0.00
H -1.13738 4.18935 -0.03111 -1.03 0.01 -1.27
H 0.04903 3.14726 0.67982 -0.25 -0.67 0.44
H -2.26579 3.84260 2.04244 0.51 0.64 0.04
H -1.37450 5.41674 2.36478 -0.35 -0.38 -0.80
H 0.19776 4.22080 3.20980 1.44 0.21 0.58
C 4.01027 -2.85678 2.22355 0.10 0.80 2.42
C 2.79747 -2.00944 2.00112 -1.09 -1.70 -2.61
O 1.57708 -2.47166 2.60521 1.80 -0.71 0.57
H 4.75186 -2.72968 1.48947 0.74 0.54 -1.32
H 3.86180 -3.90507 2.28547 -0.58 -0.93 0.23
H 4.47271 -2.47385 3.13920 0.15 -0.61 0.23
H 2.65707 -2.09181 0.90459 -0.25 0.44 0.19
H 3.03572 -1.00124 2.19726 -0.01 1.34 0.62
H 0.88710 -1.90135 2.27968 -0.60 0.62 -0.15
C 0.06436 -2.64560 -3.65809 -0.17 0.62 0.11
C -1.37610 -2.19349 -3.86284 0.56 0.20 -0.09
O -2.30965 -3.02547 -3.27090 -0.83 -1.06 0.23
H 0.75151 -1.89362 -4.04349 0.12 -0.23 -0.48
H 0.14793 -3.62098 -4.10674 0.42 -0.30 -0.44
H 0.40064 -2.76135 -2.63089 -0.57 0.06 0.24
H -1.63756 -2.22291 -4.89494 0.25 -0.21 -1.14
H -1.55934 -1.15325 -3.64663 0.19 0.67 0.72
H -2.43233 -2.78001 -2.35621 -0.11 0.18 0.38
C 3.75792 2.05637 1.41813 -1.14 -0.25 -0.24
C 2.45058 2.08794 2.24532 1.22 0.35 -0.54
O 2.82478 2.33448 3.56585 -0.65 -2.07 1.71
H 4.38381 1.27194 1.82286 0.06 -0.42 -0.06
H 4.36999 2.95594 1.48974 -0.37 0.30 -0.12
H 3.46461 1.83076 0.38978 0.54 0.03 -0.07
H 1.95279 1.09762 2.17176 0.20 0.84 0.26
H 1.75654 2.87437 1.94194 -0.05 -0.27 -0.49
H 3.08166 3.20792 3.76918 0.37 1.49 -0.23
C -2.89049 -0.43803 3.65938 0.47 -0.76 0.53
C -2.35363 0.93777 3.86132 0.51 -0.21 1.39
O -1.13740 1.08585 3.18884 0.42 -0.32 -0.06
H -2.36805 -1.29151 4.09739 0.49 0.39 0.26
H -3.01781 -0.68971 2.63344 -0.16 0.12 -1.04
H -3.84980 -0.44923 4.09024 -1.47 -0.17 0.54
H -2.21171 1.21021 4.95699 -0.35 -0.41 -1.10
H -3.07454 1.60050 3.42571 -0.63 0.72 -0.10
H -0.93863 2.02265 3.21633 0.74 0.59 -0.10
C 3.17382 -3.47837 -1.63448 2.57 0.02 -0.83
O 3.44420 -4.36876 -0.58311 1.46 -0.86 0.41
H 2.23471 -3.58931 -2.09646 -1.11 -0.72 -0.48
H 4.01560 -3.57660 -2.37735 -1.15 0.20 0.14
H 3.22357 -2.49700 -1.26132 -0.03 1.64 0.32
H 4.44170 -4.38212 -0.55756 -1.80 -0.27 0.40
C -0.47420 -4.74275 -0.94311 -0.21 -1.13 -0.44
O -0.05856 -3.90716 0.12390 0.00 0.06 -0.05
H 0.37219 -4.87923 -1.60802 -0.18 0.10 -0.52
H -1.38417 -4.37588 -1.46372 0.90 0.17 0.41
H -0.71592 -5.73184 -0.56161 -0.14 -0.15 0.14
H 0.67208 -4.31506 0.58684 0.43 -0.15 0.39
```
Positions in Å, forces in eV/Å.

Structure (SMILES): NC(N)=O.NC(N)=O.NC(N)=O.CCO.CCO.CCO.CCO.CCO.CCO.CCO.CO.CO
Molar mass (g mol⁻¹): 566.7
Frontier orbital gap (eV): 9.4
HOMO (eV): -9.1
Total charge: 0
Electronic energy (Ha): -1992.3869
Energy above the lowest of the compared OMol25 structures with the same formula, charge and spin (kJ/mol): 404.80

These are the Löwdin partial charges, in e, on atoms 1 to 4: 0.18 -0.64 0.15 -0.10

---

No. 4
The following is a DFT calculation (ωB97M-V with the def2-TZVPD basis set) of a structure of composition C3H5ClN2OS.

```
13
Properties=species:S:1:pos:R:3:forces:R:3
C -0.44228 0.43716 2.21125 -1.07 2.92 1.34
C -0.33502 -0.09922 0.11727 -2.03 1.17 -5.46
C 1.21800 -0.86853 -1.55877 3.05 -2.59 0.44
N -0.00047 -0.33194 1.36072 1.00 -2.07 0.64
N -1.45193 1.44040 0.01748 0.87 -3.45 1.93
O 0.72132 0.09796 -0.71993 -1.07 3.21 -0.03
S -1.41458 1.84073 1.67350 0.29 -0.37 0.27
Cl -1.52482 -1.23384 -0.65617 0.13 -0.13 0.75
H -0.15233 0.34856 3.23625 -0.27 0.01 0.68
H 0.54419 -1.53971 -2.00171 -1.52 -0.34 -0.64
H 1.73532 -1.47661 -0.81468 0.60 -0.84 -0.50
H 2.00675 -0.67870 -2.35561 -1.21 1.25 1.20
H -0.90415 2.06374 -0.50961 1.22 1.21 -0.62
```
Positions in Å, forces in eV/Å.

Molar mass (g mol⁻¹): 152.6
Frontier orbital gap (eV): 9.3
HOMO (eV): -8.8
Total charge: 0
Electronic energy (Ha): -1160.3329
Energy above the lowest of the compared OMol25 structures with the same formula, charge and spin (kJ/mol): 278.89

These are the Löwdin partial charges, in e, on atoms 1 to 4: -0.41 -0.83 -0.15 0.03

---

No. 5
The following is a DFT calculation (ωB97M-V with the def2-TZVPD basis set) of a cluster of 6 separate species, C16H44O6 in total.

```
66
Properties=species:S:1:pos:R:3:forces:R:3
C -1.08002 6.83287 2.63917 0.71 1.04 -0.89
C -2.04600 5.97519 1.88021 -1.58 1.23 -0.47
C -2.16093 6.32330 0.40976 0.85 -0.52 -0.63
O -1.84230 4.64494 2.13491 0.78 -2.39 0.13
H -0.80495 7.70078 2.03986 -0.56 0.51 -0.04
H -0.08921 6.37860 2.63236 -0.18 -0.52 1.04
H -1.52586 7.20735 3.56063 0.71 -0.40 0.28
H -3.05377 6.11595 2.27095 -0.20 0.71 0.21
H -2.20677 7.40194 0.25964 -0.68 -0.13 -0.03
H -2.92858 5.72264 -0.07812 -0.60 0.53 0.13
H -1.29218 6.03234 -0.18076 0.66 -0.10 0.29
H -1.67500 4.14931 1.32995 0.08 0.03 -0.04
C -6.36547 -0.06767 0.26167 0.38 0.30 0.69
C -5.92007 -0.11043 1.76089 0.37 -0.67 -0.49
C -6.98706 -0.50282 2.80669 0.40 0.17 -0.32
O -4.68164 -0.92674 1.81482 -1.29 0.67 -0.30
H -6.95832 -0.91947 -0.07160 0.08 -0.04 0.17
H -5.49478 0.04720 -0.38394 0.27 -0.46 0.20
H -6.89118 0.85937 0.03292 -0.51 -0.06 0.38
H -5.66791 0.91523 2.03022 0.39 0.08 -0.04
H -6.58583 -0.36536 3.81079 0.18 0.01 0.05
H -7.39043 -1.51471 2.76847 0.11 -0.04 -0.41
H -7.80461 0.21372 2.72728 -0.14 -0.08 -0.10
H -4.58661 -1.35254 2.66996 -0.23 0.14 0.17
C 1.19011 -3.11339 -0.56651 0.33 0.91 1.01
C 1.62347 -1.61214 -0.24411 0.82 -0.19 -1.74
C 2.73080 -1.09224 -1.19322 0.71 -1.43 0.56
O 0.62355 -0.67565 -0.49730 -1.85 0.05 0.26
H 0.82143 -3.62935 0.32004 -0.11 0.26 0.34
H 2.04432 -3.72651 -0.85376 -0.01 0.20 -0.46
H 0.35790 -3.16793 -1.26833 0.38 0.23 -0.39
H 1.86575 -1.46957 0.80902 0.68 -0.52 0.07
H 3.60417 -1.71440 -0.99768 0.42 0.22 -0.04
H 2.99282 -0.03991 -1.08349 -0.23 -0.10 0.39
H 2.51344 -1.25754 -2.24846 -0.50 -0.07 0.07
H -0.06650 -0.92647 0.12119 -0.65 0.47 -0.09
C 9.42489 0.97297 0.29300 -1.40 -0.79 0.96
C 10.83973 1.26035 0.00728 0.24 -1.91 -1.37
C 11.13496 0.99578 -1.50120 0.97 1.45 0.92
O 11.04615 2.58017 0.36314 0.94 1.53 -0.31
H 9.09446 -0.03948 0.06091 0.04 0.02 -0.41
H 8.79726 1.72842 -0.17973 -0.10 -0.18 -0.13
H 9.27278 1.03847 1.37034 -0.20 0.23 0.23
H 11.49457 0.62781 0.60659 0.12 -0.33 0.05
H 10.58995 1.76135 -2.05344 -0.26 -0.32 -0.31
H 10.99944 -0.01693 -1.88089 -0.52 0.10 0.40
H 12.18781 1.22365 -1.66754 0.15 0.05 -0.08
H 10.83457 2.65113 1.29684 0.01 0.17 0.06
C -1.60753 0.91232 -6.71378 -0.31 0.44 0.87
C -1.75466 1.88625 -5.45965 -0.76 -0.78 -2.61
O -0.64275 2.69329 -5.35844 1.75 0.44 1.07
H -1.33936 1.38615 -7.65806 -0.40 0.67 0.18
H -2.55104 0.38095 -6.83840 0.04 -0.16 -0.13
H -0.79430 0.19208 -6.62432 -0.08 -0.18 0.67
H -2.02616 1.30189 -4.58049 0.24 0.09 0.19
H -2.51512 2.64515 -5.64368 -0.76 -0.62 -0.15
H -0.06773 2.33376 -4.67896 0.29 0.10 -0.08
C -3.98719 -7.71914 3.32552 0.54 -1.06 0.44
C -4.25630 -9.15897 2.87188 -0.67 0.26 -0.82
O -4.37743 -9.19930 1.44529 -0.51 -0.13 -0.15
H -3.03839 -7.40048 2.89386 -0.10 0.32 -0.06
H -3.87407 -7.69892 4.40944 0.00 0.10 0.11
H -4.80869 -7.05568 3.05523 0.15 -0.12 -0.21
H -5.22683 -9.48309 3.24753 -0.14 0.08 -0.07
H -3.58488 -9.96626 3.16443 0.57 0.50 0.45
H -3.52592 -9.16940 1.00299 0.16 0.05 0.31
```
Positions in Å, forces in eV/Å.

Structure (SMILES): CC(C)O.CC(C)O.CC(C)O.CC(C)O.CCO.CCO
Molar mass (g mol⁻¹): 332.5
Frontier orbital gap (eV): 10.3
HOMO (eV): -10.0
Total charge: 0
Electronic energy (Ha): -1087.3208
Energy above the lowest of the compared OMol25 structures with the same formula, charge and spin (kJ/mol): 266.96

These are the Löwdin partial charges, in e, on atoms 1 to 4: -0.05 -0.56 -0.06 -0.03

---

No. 6
The following is a DFT calculation (ωB97M-V with the def2-TZVPD basis set) of a cluster of 2 separate species, C9H13ClN3 in total.

```
26
Properties=species:S:1:pos:R:3:forces:R:3
C 4.04626 -0.19085 -1.24767 0.43 -1.85 1.70
C 4.26633 0.99486 0.70381 -2.44 -0.07 0.19
C 2.87125 -0.70063 -0.78175 -0.80 0.17 0.20
C 2.93076 0.65433 1.04785 1.16 0.61 -0.48
C -3.63259 0.51555 -0.19854 3.22 -2.65 6.31
C -2.44952 1.47291 -0.03967 -0.15 -1.91 -0.42
C -2.97142 -0.88466 -0.56917 -1.92 0.55 -0.54
C -1.28572 0.63545 0.42876 -2.89 -0.11 2.76
C -0.90843 -1.72173 0.45217 -0.23 -0.16 -1.84
N 4.71929 0.59308 -0.42630 2.09 0.78 -1.19
N 2.27398 -0.17475 0.29054 -1.07 -0.79 0.06
N -1.68111 -0.75578 0.07363 1.69 -1.19 1.95
Cl -1.34128 -3.29106 -0.03823 0.38 0.13 0.52
H 4.71163 -0.76930 -1.84112 -0.10 0.06 -1.69
H 4.93775 1.57487 1.25509 0.58 0.85 1.28
H 2.35416 -1.57023 -1.11438 -0.09 -0.41 -1.07
H 2.36589 1.01356 1.86818 0.03 0.54 1.01
H -4.03324 0.52984 0.90803 -0.10 -0.82 -2.32
H -4.27226 0.86301 -0.85563 -3.45 1.40 -3.08
H -2.32877 1.75401 -1.00999 1.03 1.80 -2.60
H -2.67949 2.25393 0.62427 -0.12 1.15 0.53
H -3.57347 -1.83120 -0.30355 1.17 1.64 -0.06
H -2.76040 -0.94076 -1.66228 -0.26 0.06 0.58
H -0.33118 0.77357 0.06340 1.97 0.76 -0.71
H -1.36106 0.76913 1.55826 0.79 -0.74 -1.24
H 0.13263 -1.56719 0.81431 -0.90 0.19 0.16
```
Positions in Å, forces in eV/Å.

Molar mass (g mol⁻¹): 198.7
Frontier orbital gap (eV): 7.5
HOMO (eV): -12.1
Total charge: +1
Electronic energy (Ha): -974.8657
Energy above the lowest of the compared OMol25 structures with the same formula, charge and spin (kJ/mol): 197.44

These are the Löwdin partial charges, in e, on atoms 1 to 4: -0.11 -0.10 -0.12 -0.10

---

> What is the electronic energy in the first record?

-1035.3595 Ha

---

> Which value of electronic energy does entry 1 give?

-1035.3595 Ha